# C44H100O24P4

12 unconnected molecules or ions with the total composition C44H100O24P4 in a non-equilibrium geometry (ωB97M-V with the def2-TZVPD basis set, the Open Molecules 2025 dataset).

```
172
Properties=species:S:1:pos:R:3
P -0.881 5.602 -1.576
P 4.812 1.862 -3.348
P -1.099 -8.449 4.508
P -6.620 2.705 -1.970
O -3.251 4.019 3.377
O 3.429 1.930 -2.473
O -0.782 4.002 -1.075
O 2.448 3.651 3.091
O 0.654 5.847 -2.017
O -1.516 6.606 -0.616
O -3.035 -4.060 4.706
O 2.739 -2.893 -5.166
O 0.400 -6.090 -2.419
O -1.774 5.414 -2.999
O -6.026 3.038 -3.275
O -0.084 -7.198 4.750
O -0.143 -9.675 4.590
O -1.866 -8.479 3.209
O 5.978 1.830 -2.191
O 1.240 -1.670 1.844
O -1.986 -8.609 5.846
O 4.784 0.783 -4.383
O 4.990 -0.163 1.651
O -7.754 3.750 -1.453
O -7.504 1.259 -2.030
O -5.789 2.549 -0.659
O 4.966 3.304 -4.022
O -2.021 2.450 -4.592
C 3.456 4.601 3.643
C 4.714 4.302 2.770
C 1.284 -2.393 -3.386
C 1.116 -1.641 0.444
C 0.582 -9.860 5.829
C -4.417 -3.774 4.443
C 1.380 -2.857 -4.831
C 6.008 3.430 -5.018
C -0.920 1.859 -3.928
C 2.771 3.234 -2.255
C -5.124 5.253 3.055
C -0.428 -6.398 -0.306
C 3.544 -2.421 -4.086
C -8.506 1.325 -3.010
C 2.549 -1.644 -3.250
C -7.605 5.209 -1.531
C -4.672 -3.840 2.902
C -1.282 -5.331 -1.105
C -3.360 -4.343 2.358
C 0.254 1.749 -4.999
C -1.592 2.876 -5.908
C -2.521 -4.700 3.565
C -2.007 -7.685 6.848
C -0.996 3.608 0.261
C -0.891 -5.566 -2.513
C -0.247 -0.930 0.211
C -4.520 1.898 -0.858
C -3.159 4.981 -2.895
C 0.517 -0.544 2.381
C 7.317 1.739 -2.616
C 0.859 -6.358 -1.199
C 5.443 -0.272 0.338
C 7.281 -0.838 1.674
C -0.140 3.057 -5.741
C 0.856 -6.967 3.722
C 1.706 6.144 -1.126
C 6.563 -1.315 0.363
C -5.342 4.525 4.367
C 4.354 3.329 1.762
C -3.864 4.053 4.718
C -3.912 4.731 2.375
C 3.077 2.587 2.296
C 6.128 -0.191 2.526
C -0.176 0.186 1.181
H -5.507 -4.516 2.714
H -5.727 5.189 5.141
H -1.123 4.447 0.946
H -5.089 -4.465 4.952
H 0.704 -6.084 3.102
H 1.886 -7.006 4.076
H -8.047 5.782 -0.716
H -8.135 5.639 -2.381
H 0.022 -1.081 3.190
H 2.480 3.384 -1.215
H 3.719 4.482 4.694
H -1.504 -6.400 -2.856
H -2.972 -7.202 6.698
H -0.668 2.570 -3.140
H 1.167 -2.651 0.039
H 1.435 -5.545 -0.757
H 7.195 -1.284 -0.525
H -8.924 2.308 -3.227
H -2.053 3.804 -6.246
H 1.555 -7.194 -1.124
H 1.032 -1.988 -5.389
H 2.819 -1.584 -2.196
H 1.476 7.137 -0.740
H -4.385 1.090 -0.139
H 0.411 -1.758 -3.234
H -1.128 0.609 1.501
H 4.287 -1.654 -4.303
H -4.276 1.614 -1.882
H 0.185 3.955 -5.216
H -1.759 2.865 0.496
H 6.470 0.785 2.872
H 4.696 -0.667 -0.350
H 1.266 -3.264 -2.730
H 3.271 1.559 2.603
H -1.053 0.852 -3.533
H 0.478 1.000 0.866
H -2.287 -5.680 -0.867
H 3.251 5.655 3.453
H 0.897 -8.966 6.368
H 6.606 2.565 -5.307
H 6.016 0.608 0.047
H -1.977 -8.052 7.874
H 3.586 3.955 -2.317
H 7.921 2.399 -1.994
H 5.919 -0.506 3.549
H -3.219 3.902 -3.032
H -0.904 -7.378 -0.308
H 0.313 3.166 -6.727
H -8.114 1.079 -3.997
H 1.950 5.386 -0.382
H -4.578 -2.753 4.790
H -1.301 -6.856 6.899
H -3.691 5.209 -3.818
H -6.010 5.339 2.426
H 5.202 2.663 1.608
H 0.949 -7.806 3.032
H 2.261 2.517 1.577
H 1.980 -1.195 -0.048
H -3.404 -5.262 1.773
H -1.113 -1.563 0.408
H 2.065 3.564 -3.016
H 6.644 4.291 -4.811
H -6.105 3.760 4.225
H -0.236 -6.201 0.749
H 1.177 0.155 2.894
H -3.615 5.444 -2.020
H -2.511 -5.786 3.665
H 6.260 -2.312 0.685
H 4.124 3.869 0.843
H 0.018 -10.449 6.552
H -1.129 -4.307 -0.764
H -3.214 4.693 5.315
H -1.505 -4.364 3.358
H -3.301 5.539 1.974
H 3.958 -3.220 -3.472
H -6.569 5.531 -1.635
H 8.126 -0.152 1.738
H -1.119 -4.722 -3.163
H 7.763 -1.745 2.039
H -2.851 -3.591 1.755
H 2.530 -0.600 -3.564
H -3.817 3.045 5.131
H -9.382 0.693 -2.862
H 1.518 -10.379 5.621
H 5.313 3.736 -5.800
H 7.651 1.956 -3.630
H -4.189 4.205 1.461
H 2.588 6.398 -1.713
H 0.243 0.893 -5.673
H -3.763 2.635 -0.592
H -0.354 -0.548 -0.804
H -1.791 2.059 -6.602
H -4.903 -2.795 2.695
H 1.162 1.765 -4.397
H 0.857 -3.799 -4.997
H 0.034 3.264 0.357
H 5.110 5.232 2.361
H 7.759 0.766 -2.401
H -4.946 6.279 3.379
H 5.558 3.920 3.345
```

Summary:
Total energy = -133542.553 eV
Gap between HOMO and LUMO = 9.348 eV
Multiplicity = 1
LUMO energy = 0.34 eV
HOMO = -0.33101 Ha

Here are the Mulliken charges for atoms 1 to 6, given in e: P 0.799; P 0.562; P 1.167; P 1.196; O -0.378; O 0.138